Density functional theory data (wB97M-V/def2-TZVPD) for a cluster of 4 separate species, C27H58INO4 in total.

Last column: Löwdin charge in e.
Geometry (Å):
C (1.972, -1.719, 3.074)  0.048
C (1.802, -2.376, 1.818)  -0.126
N (1.467, -2.775, 0.366)  -0.093
C (1.104, -1.482, -0.392)  -0.728
I (1.392, -1.633, -2.556)  0.818
C (-0.431, -0.986, 0.051)  -0.226
O (-0.851, 0.250, -0.618)  -0.227
C (-1.140, 1.342, 0.318)  -0.151
C (-0.177, 2.621, -0.166)  -0.146
O (0.539, 3.216, 0.980)  -0.174
C (1.674, 2.340, 1.406)  -0.184
O (2.981, 2.910, 1.011)  -0.145
C (3.781, 1.960, 0.223)  -0.180
C (4.982, 1.211, 1.078)  -0.185
O (5.615, 0.176, 0.207)  -0.150
H (2.085, -0.924, 3.955)  0.063
H (2.405, -3.078, -0.023)  0.096
H (1.873, -0.654, -0.010)  0.068
H (-1.145, -1.847, -0.365)  0.136
H (-0.560, -1.001, 1.213)  0.118
H (-0.852, 1.144, 1.433)  0.129
H (-2.283, 1.689, 0.304)  0.132
H (0.571, 2.305, -1.018)  0.141
H (-0.915, 3.425, -0.643)  0.134
H (1.532, 1.217, 1.110)  0.120
H (1.643, 2.368, 2.599)  0.158
H (3.168, 1.132, -0.332)  0.113
H (4.322, 2.596, -0.623)  0.143
H (4.577, 0.689, 2.065)  0.133
H (5.836, 1.967, 1.413)  0.134
H (5.694, 0.511, -0.736)  0.083
C (4.657, 0.576, -3.996)  -0.120
C (5.460, -0.715, -4.022)  -0.276
C (6.907, -0.516, -4.482)  -0.226
C (7.073, 0.006, -5.914)  -0.228
C (6.424, -0.856, -7.001)  -0.274
C (7.016, -2.254, -7.088)  -0.116
H (4.567, 1.018, -4.993)  0.071
H (3.644, 0.381, -3.630)  0.011
H (5.120, 1.309, -3.331)  0.067
H (4.952, -1.451, -4.655)  0.100
H (5.473, -1.137, -3.010)  0.099
H (7.443, -1.466, -4.375)  0.102
H (7.403, 0.186, -3.799)  0.109
H (8.145, 0.099, -6.126)  0.110
H (6.665, 1.021, -5.981)  0.100
H (6.566, -0.358, -7.967)  0.105
H (5.343, -0.922, -6.845)  0.098
H (8.090, -2.212, -7.293)  0.076
H (6.539, -2.813, -7.898)  0.070
H (6.861, -2.818, -6.164)  0.066
C (-5.217, 4.868, 5.050)  -0.116
C (-5.399, 3.770, 4.015)  -0.275
C (-4.099, 3.393, 3.300)  -0.231
C (-3.451, 4.517, 2.482)  -0.223
C (-4.341, 5.127, 1.395)  -0.268
C (-4.744, 4.128, 0.322)  -0.112
H (-4.876, 5.803, 4.597)  0.067
H (-6.168, 5.074, 5.551)  0.070
H (-4.493, 4.567, 5.813)  0.075
H (-6.164, 4.073, 3.289)  0.100
H (-5.790, 2.878, 4.518)  0.105
H (-4.293, 2.532, 2.649)  0.096
H (-3.372, 3.047, 4.046)  0.110
H (-2.539, 4.124, 2.017)  0.099
H (-3.124, 5.316, 3.156)  0.103
H (-3.790, 5.946, 0.917)  0.107
H (-5.236, 5.575, 1.837)  0.099
H (-3.863, 3.703, -0.168)  0.058
H (-5.351, 4.622, -0.443)  0.072
H (-5.340, 3.309, 0.735)  0.068
C (-6.367, -5.610, 1.230)  -0.117
C (-5.284, -4.744, 0.607)  -0.275
C (-3.867, -5.203, 0.960)  -0.228
C (-3.515, -5.153, 2.452)  -0.226
C (-3.664, -3.778, 3.109)  -0.269
C (-2.738, -2.727, 2.516)  -0.124
H (-6.335, -5.577, 2.323)  0.066
H (-7.355, -5.258, 0.919)  0.070
H (-6.265, -6.651, 0.910)  0.075
H (-5.435, -3.699, 0.900)  0.099
H (-5.397, -4.776, -0.484)  0.105
H (-3.150, -4.597, 0.394)  0.098
H (-3.730, -6.234, 0.608)  0.110
H (-2.480, -5.496, 2.574)  0.110
H (-4.135, -5.872, 2.997)  0.100
H (-3.435, -3.879, 4.177)  0.106
H (-4.701, -3.433, 3.049)  0.099
H (-1.691, -3.030, 2.610)  0.071
H (-2.864, -1.776, 3.042)  0.071
H (-2.954, -2.549, 1.459)  0.058

HOMO-LUMO gap, eV: 9.2
E_HOMO, eV: -9.44
Total charge: 0
SMILES: C#CN[C@@H](I)COCCOCOCCO.CCCCCC.CCCCCC.CCCCCC
Calculated total energy, eV: -46711.025

Density functional theory data (wB97M-V/def2-TZVPD) for a structure of composition C27H58O4P2SiZn.

Last column: Löwdin charge in e.
Geometry (Å):
P (-0.104, -2.507, -4.536)  0.896
P (-0.003, 1.386, -4.790)  0.957
C (-0.867, -1.226, -5.591)  -0.325
C (0.059, -0.041, -5.941)  -0.309
H (-1.795, -0.908, -5.076)  0.071
H (-1.176, -1.760, -6.512)  0.095
H (1.095, -0.377, -6.116)  0.083
H (-0.283, 0.366, -6.907)  0.090
C (-1.561, 2.158, -5.322)  -0.191
H (-1.953, 2.830, -4.551)  0.061
H (-2.309, 1.396, -5.568)  0.050
H (-1.349, 2.747, -6.223)  0.045
C (1.166, 2.658, -5.352)  -0.178
H (0.708, 3.242, -6.166)  0.046
H (2.098, 2.233, -5.741)  0.048
H (1.418, 3.360, -4.546)  0.064
C (-1.381, -3.683, -4.087)  -0.196
H (-1.087, -4.226, -3.183)  0.054
H (-1.504, -4.402, -4.910)  0.051
H (-2.350, -3.199, -3.917)  0.056
C (1.067, -3.396, -5.584)  -0.200
H (1.893, -2.740, -5.891)  0.048
H (0.548, -3.793, -6.465)  0.053
H (1.461, -4.228, -4.983)  0.066
Zn (-0.765, -1.648, 1.021)  0.841
C (1.131, 1.619, -2.291)  -0.276
C (-0.085, 1.240, -3.033)  -0.479
C (-0.704, -0.088, -2.443)  -0.189
C (0.272, -1.228, -2.116)  -0.204
C (1.108, -1.859, -3.290)  -0.477
C (2.327, -1.230, -3.752)  -0.250
C (2.852, 0.096, -3.532)  -0.270
C (2.411, 0.970, -2.286)  -0.290
C (-0.595, -3.549, 1.101)  -0.244
H (1.004, 2.463, -1.612)  0.056
H (-0.802, 2.036, -2.753)  0.114
H (-1.558, -0.447, -3.043)  0.074
H (-1.127, 0.210, -1.468)  0.101
H (0.988, -0.917, -1.346)  0.093
H (-0.313, -2.054, -1.660)  0.070
H (1.427, -2.859, -2.906)  0.110
H (3.058, -1.937, -4.165)  0.065
H (2.841, 0.721, -4.447)  0.057
H (3.946, -0.015, -3.387)  0.104
H (2.546, 0.369, -1.363)  0.078
H (3.208, 1.737, -2.204)  0.096
H (0.411, -3.769, 1.494)  -0.010
H (-0.683, -3.928, 0.072)  -0.037
H (-1.348, -4.028, 1.741)  -0.022
C (-2.105, -2.561, 4.799)  -0.026
C (-2.260, -1.148, 4.235)  -0.617
C (-3.179, -1.145, 3.013)  -0.045
C (-2.830, -0.206, 5.293)  -0.035
O (-0.907, -0.720, 3.877)  -0.137
Si (-0.501, 0.592, 2.954)  0.028
O (-0.592, 0.152, 1.394)  -0.345
O (-1.462, 1.865, 3.362)  -0.111
C (-1.119, 3.030, 4.191)  -0.614
C (-2.411, 3.823, 4.360)  -0.036
C (-0.579, 2.583, 5.543)  -0.026
C (-0.081, 3.875, 3.469)  -0.031
O (1.013, 1.031, 3.401)  -0.126
C (2.282, 0.339, 3.454)  -0.628
C (2.852, 0.241, 2.040)  -0.026
C (3.208, 1.183, 4.329)  -0.035
C (2.119, -1.050, 4.072)  -0.034
H (-3.101, -2.944, 5.066)  0.091
H (-1.476, -2.566, 5.700)  0.092
H (-1.651, -3.245, 4.069)  0.073
H (-4.219, -1.318, 3.336)  0.097
H (-3.142, -0.172, 2.500)  0.085
H (-2.913, -1.960, 2.319)  0.056
H (-2.175, -0.180, 6.175)  0.091
H (-2.951, 0.810, 4.891)  0.070
H (-3.826, -0.559, 5.612)  0.093
H (-3.183, 3.239, 4.874)  0.080
H (-2.233, 4.732, 4.949)  0.088
H (-2.804, 4.130, 3.385)  0.088
H (0.352, 2.016, 5.422)  0.076
H (-0.376, 3.465, 6.169)  0.095
H (-1.310, 1.963, 6.073)  0.071
H (0.867, 3.337, 3.365)  0.074
H (-0.439, 4.161, 2.474)  0.096
H (0.110, 4.790, 4.044)  0.090
H (3.045, 1.241, 1.625)  0.098
H (3.806, -0.303, 2.100)  0.092
H (2.166, -0.289, 1.366)  0.070
H (2.814, 1.266, 5.353)  0.086
H (4.201, 0.711, 4.397)  0.088
H (3.338, 2.185, 3.893)  0.089
H (1.657, -0.989, 5.070)  0.095
H (1.526, -1.713, 3.422)  0.076
H (3.126, -1.489, 4.193)  0.092

HOMO-LUMO gap (spin up / spin down), eV: 4.2 / 4.2
E_HOMO (spin up / spin down), eV: -4.12 / -4.12
Energy relative to the best compared isomer or geometry (same formula, charge and spin), kcal/mol: 0.0
Total charge: 0
Calculated total energy, eV: -112002.355